Here is a 11-piece molecular cluster, C30H93N10O9 overall from the OMol25 dataset. Energies are from ωB97M-V with the def2-TZVPD basis set.

Last columns: bonded neighbours and bond lengths (Å).
Element x y z (Å)
1 O -4.145 -1.120 -2.857  C25 1.370, C34 1.450
2 O 1.020 3.233 -5.741  C33 1.385, C39 1.452
3 O 4.241 -3.254 1.384  C31 1.447, C37 1.433
4 O 5.900 5.365 0.422  C23 1.415, C44 1.399
5 O -7.346 -1.102 1.215  C20 1.446, C40 1.365
6 O 1.326 1.063 0.812  C29 1.444, H75 0.962
7 O 3.626 -1.999 -2.482  C42 1.388, C46 1.440
8 O -1.732 1.874 0.840  C49 1.439, H106 1.001
9 O -2.285 -5.469 3.883  C30 1.468, C36 1.386
10 N -3.134 2.184 3.403  H53 1.063, H97 0.999, H137 1.032
11 N -5.545 1.924 1.329  C22 1.430, H65 1.004, H103 1.016
12 N -1.537 3.642 -1.716  H70 1.067, H87 1.018, H104 0.946
13 N 0.026 1.241 -2.847  C28 1.487, H50 1.037, H80 1.003, H91 1.045
14 N -1.320 -1.416 -2.218  C43 1.461, H51 1.020, H61 1.037
15 N 1.881 -3.650 2.933  C27 1.499, H99 1.007, H131 1.011
16 N 3.235 3.252 1.745  C26 1.454, H55 1.064, H124 1.057
17 N 2.718 1.440 -1.788  C21 1.463, H62 0.975, H130 0.977
18 N -3.452 -2.580 4.164  C47 1.500, H120 1.042, H125 1.012
19 N 4.046 -1.226 4.192  H71 1.039, H95 1.011, H138 0.985
20 C -8.342 -1.791 2.005  O5 1.446, H52 1.097, H60 1.089, H132 1.103
21 C 3.710 0.404 -2.078  N17 1.463, C42 1.556, C45 1.624, H64 1.057
22 C -5.696 0.556 0.940  N11 1.430, C40 1.514, C48 1.525, H142 1.121
23 C 6.938 6.203 0.893  O4 1.415, H58 1.078, H88 1.116, H107 1.064
24 C -0.611 0.950 -5.126  C28 1.502, H54 1.115, H67 1.056, H83 1.047
25 C -3.370 -2.196 -3.198  O1 1.370, C43 1.514, H82 1.098, H122 1.088
26 C 4.029 3.966 0.758  N16 1.454, C35 1.496, C44 1.533, H85 1.117
27 C 1.858 -3.511 1.440  N15 1.499, C37 1.549, C41 1.550, H100 1.065
28 C 0.418 1.587 -4.238  N13 1.487, C24 1.502, C33 1.497, H111 1.082
29 C 0.400 0.913 1.910  O6 1.444, C49 1.521, H123 1.106, H139 1.082
30 C -1.775 -4.397 4.747  O9 1.468, C47 1.505, H86 1.065, H128 1.089
31 C 5.406 -2.540 0.908  O3 1.447, H112 1.100, H114 1.062, H117 1.096
32 C -1.047 -2.835 -4.162  C43 1.529, H56 1.083, H77 1.077, H126 1.115
33 C 0.441 3.062 -4.494  O2 1.385, C28 1.497, H92 1.162, H98 1.133
34 C -5.492 -1.439 -2.426  O1 1.450, H76 1.064, H105 1.115, H121 1.090
35 C 3.064 4.665 -0.146  C26 1.496, H66 1.061, H72 1.111, H101 1.081
36 C -1.427 -5.998 2.932  O9 1.386, H78 1.112, H84 1.084, H118 1.093
37 C 3.033 -2.682 0.866  O3 1.433, C27 1.549, H59 1.088, H68 1.097
38 C -1.127 -1.960 4.902  C47 1.554, H89 1.085, H90 1.078, H136 1.122
39 C 0.828 4.579 -6.251  O2 1.452, H63 1.110, H73 1.123, H116 1.112
40 C -6.649 -0.141 1.886  O5 1.365, C22 1.514, H74 1.134, H108 1.147
41 C 0.529 -2.816 1.051  C27 1.550, H79 1.095, H109 1.074, H115 1.071
42 C 2.897 -0.921 -1.999  O7 1.388, C21 1.556, H119 1.092, H134 1.068
43 C -1.940 -1.794 -3.486  N14 1.461, C25 1.514, C32 1.529, H57 1.109
44 C 4.981 4.981 1.404  O4 1.399, C26 1.533, H96 1.060, H129 1.081
45 C 4.980 0.451 -1.068  C21 1.624, H69 1.089, H127 1.120, H133 1.107
46 C 3.913 -1.817 -3.881  O7 1.440, H93 1.100, H94 1.082, H141 1.147
47 C -2.017 -3.018 4.193  N18 1.500, C30 1.505, C38 1.554, H135 1.100
48 C -4.310 -0.081 0.914  C22 1.525, H81 1.089, H102 1.109, H113 1.062
49 C -1.000 0.741 1.342  O8 1.439, C29 1.521, H110 1.099, H140 1.060
50 H -0.702 1.877 -2.471  N13 1.037
51 H -1.016 -2.217 -1.664  N14 1.020
52 H -8.908 -1.028 2.555  C20 1.097
53 H -4.035 2.094 2.846  N10 1.063
54 H -1.622 1.264 -4.776  C24 1.115
55 H 2.575 3.902 2.270  N16 1.064
56 H -1.092 -3.757 -3.595  C32 1.083
57 H -2.039 -0.839 -4.041  C43 1.109
58 H 7.576 5.638 1.553  C23 1.078
59 H 2.815 -1.666 1.189  C37 1.088
60 H -7.754 -2.383 2.705  C20 1.089
61 H -1.960 -0.780 -1.706  N14 1.037
62 H 3.225 2.273 -1.774  N17 0.975
63 H 0.012 4.709 -6.993  C39 1.110
64 H 4.064 0.520 -3.067  C21 1.057
65 H -4.915 2.442 0.743  N11 1.004
66 H 3.565 5.076 -0.986  C35 1.061
67 H -0.411 1.326 -6.092  C24 1.056
68 H 3.107 -2.876 -0.211  C37 1.097
69 H 5.205 1.502 -0.890  C45 1.089
70 H -1.848 4.479 -2.300  N12 1.067
71 H 3.097 -1.577 3.958  N19 1.039
72 H 2.516 5.483 0.370  C35 1.111
73 H 0.751 5.339 -5.428  C39 1.123
74 H -7.374 0.581 2.376  C40 1.134
75 H 2.007 1.718 0.993  O6 0.962
76 H -5.925 -2.041 -3.189  C34 1.064
77 H -1.287 -2.996 -5.199  C32 1.077
78 H -1.125 -5.300 2.121  C36 1.112
79 H -0.304 -3.491 1.271  C41 1.095
80 H -0.263 0.288 -2.726  N13 1.003
81 H -4.361 -1.168 0.943  C48 1.089
82 H -3.759 -2.561 -4.158  C25 1.098
83 H -0.490 -0.090 -5.106  C24 1.047
84 H -2.020 -6.730 2.395  C36 1.084
85 H 4.652 3.199 0.237  C26 1.117
86 H -0.751 -4.530 5.007  C30 1.065
87 H -1.084 4.060 -0.906  N12 1.018
88 H 6.600 7.073 1.505  C23 1.116
89 H -1.414 -2.027 5.946  C38 1.085
90 H -0.105 -2.243 4.709  C38 1.078
91 H 0.870 1.463 -2.272  N13 1.045
92 H 0.907 3.677 -3.625  C33 1.162
93 H 4.339 -2.730 -4.323  C46 1.100
94 H 4.717 -1.097 -3.969  C46 1.082
95 H 4.522 -2.115 4.144  N19 1.011
96 H 5.554 4.548 2.184  C44 1.060
97 H -3.103 1.319 3.901  N10 0.999
98 H -0.625 3.443 -4.444  C33 1.133
99 H 1.311 -4.389 3.311  N15 1.007
100 H 1.787 -4.473 0.989  C27 1.065
101 H 2.307 3.963 -0.468  C35 1.081
102 H -3.870 0.400 1.811  C48 1.109
103 H -6.404 2.465 1.275  N11 1.016
104 H -2.285 3.286 -1.259  N12 0.946
105 H -5.468 -1.968 -1.444  C34 1.115
106 H -2.153 2.350 1.614  O8 1.001
107 H 7.483 6.622 0.081  C23 1.064
108 H -6.053 -0.608 2.749  C40 1.147
109 H 0.610 -2.539 0.017  C41 1.074
110 H -1.568 0.155 2.078  C49 1.099
111 H 1.401 1.134 -4.271  C28 1.082
112 H 5.595 -1.542 1.328  C31 1.100
113 H -3.733 0.177 0.061  C48 1.062
114 H 6.264 -3.151 1.051  C31 1.062
115 H 0.484 -1.870 1.553  C41 1.071
116 H 1.746 4.768 -6.849  C39 1.112
117 H 5.351 -2.420 -0.180  C31 1.096
118 H -0.516 -6.416 3.369  C36 1.093
119 H 2.539 -1.139 -0.991  C42 1.092
120 H -3.999 -3.351 3.725  N18 1.042
121 H -6.006 -0.492 -2.259  C34 1.090
122 H -3.368 -2.997 -2.462  C25 1.088
123 H 0.398 1.721 2.665  C29 1.106
124 H 3.910 2.994 2.516  N16 1.057
125 H -3.796 -2.477 5.111  N18 1.012
126 H -0.004 -2.483 -3.982  C32 1.115
127 H 5.800 -0.082 -1.612  C45 1.120
128 H -2.426 -4.508 5.613  C30 1.089
129 H 4.348 5.752 1.820  C44 1.081
130 H 2.421 1.319 -0.865  N17 0.977
131 H 2.803 -3.871 3.286  N15 1.011
132 H -8.900 -2.405 1.279  C20 1.103
133 H 4.786 -0.071 -0.111  C45 1.107
134 H 2.091 -0.728 -2.674  C42 1.068
135 H -1.627 -3.030 3.164  C47 1.100
136 H -1.324 -0.993 4.370  C38 1.122
137 H -3.166 3.010 4.020  N10 1.032
138 H 3.986 -0.892 5.117  N19 0.985
139 H 0.795 0.013 2.362  C29 1.082
140 H -0.889 0.249 0.409  C49 1.060
141 H 2.981 -1.502 -4.470  C46 1.147
142 H -6.172 0.445 -0.069  C22 1.121

Summary:
**Max |F|**: 0.0848 Eh/bohr
**Calculated total energy**: -2423.130835 Ha
**Kohn-Sham gap**: 9.42 eV
**Charge**: +1
**Molecular weight**: 738.135 Da

Löwdin atomic charge list, values in e, 2 entries: O -0.195; O -0.172